Formula: C4H9O2
Source: the Open Molecules 2025 dataset
Level of theory: ωB97M-V with the def2-TZVPD basis set

Element x y z (Å)
C  -2.167  -1.018  0.545
C  -0.740  -0.989  1.128
H  -2.345  -1.774  -0.236
H  -2.877  -1.079  1.361
H  -2.382  -0.073  0.013
H  -0.348  0.018  1.028
H  -0.109  -1.778  0.636
H  -0.677  -1.222  2.191
C  1.091  1.310  -0.745
C  2.526  0.998  -1.260
O  3.448  1.368  -0.508
O  2.575  0.406  -2.362
H  0.745  0.368  -0.260
H  0.382  1.446  -1.572
H  0.876  2.019  0.041

Properties
Orbital gap in eV: 7.36
Multiplicity: 1
Net charge: -1
LUMO in eV: 3.6
Relative energy (zero: lowest compared OMol25 entry of this formula, charge and spin) in kcal/mol: 15.1
Max |F| in hartree/bohr: 0.0410